--- w ---
A 2-piece molecular cluster, CH5IN3O overall. Source: the Open Molecules 2025 dataset; level of theory: the ωB97M-V functional and the def2-TZVPD basis.

XYZ file:
```
11
CH5IN3O the ωB97M-V functional and the def2-TZVPD basis
C -0.54381 0.42866 0.04192
N -0.92934 0.79497 1.24684
N 0.63366 -0.24894 -0.20066
N 0.94162 -0.91299 -1.28019
O -1.07605 1.07161 -1.01273
I 1.45954 -1.08660 2.63305
H -0.46170 0.41937 2.01864
H -1.86347 1.30844 1.35506
H -0.62153 0.81878 -1.79770
H 0.52906 -1.80849 -1.59107
H 1.93202 -0.78482 -1.41316
```

Summary:
**Orbital gap (alpha / beta)**: 7.59 / 6.90 eV
**Multiplicity**: 1
**Charge**: +1

=====

--- x ---
An isolated ion of composition CH5IN3O and charge +1. Source: the Open Molecules 2025 dataset; level of theory: the ωB97M-V functional and the def2-TZVPD basis.

XYZ file:
```
11
CH5IN3O the ωB97M-V functional and the def2-TZVPD basis
C -0.29286 -0.63773 0.10361
N -1.53103 -0.80604 0.65103
N 0.23622 0.59844 -0.06376
N 1.43340 0.75282 -0.53643
O 0.43986 -1.66296 0.09652
I -1.13748 2.41050 0.23700
H -1.93987 0.06382 0.62891
H -2.24368 -1.48401 0.49261
H 1.39793 -1.59839 -0.14399
H 2.11052 1.38980 0.01809
H 1.52700 0.97374 -1.48358
```

Summary:
**Orbital gap**: 8.24 eV
**Multiplicity**: 1
**Charge**: +1
**SMILES**: N/C(O)=[N+](/N)I

=====

Most stable of them? x.

=====

--- w ---
One molecule with the formula C3H3N3. Source: the Open Molecules 2025 dataset; level of theory: the ωB97M-V functional and the def2-TZVPD basis.

XYZ file:
```
9
C3H3N3 the ωB97M-V functional and the def2-TZVPD basis
C 0.41137 -0.22332 -0.77513
C -0.85105 0.06081 -0.96746
N -1.43361 0.98267 -0.05049
N -1.03643 0.81336 1.12737
N -0.17005 0.31978 1.75309
C 1.17673 -0.32471 0.30495
H 1.16984 -1.44232 -0.00763
H -1.46425 -0.18267 -1.80396
H 2.19745 -0.00359 0.41926
```

Summary:
**Orbital gap**: 8.17 eV
**Multiplicity**: 1

=====

--- x ---
One molecule with the formula C3H3N3. Source: the Open Molecules 2025 dataset; level of theory: the ωB97M-V functional and the def2-TZVPD basis.

XYZ file:
```
9
C3H3N3 the ωB97M-V functional and the def2-TZVPD basis
C -0.39070 -0.70352 -1.33538
C -0.80809 1.24799 0.43352
C -0.30976 -0.29894 0.13389
N -0.49508 -1.03537 -2.40986
N -0.86627 2.30731 0.79541
N 1.04634 -0.48319 0.50891
H -1.03833 -0.93707 0.57349
H 1.71771 -0.12852 -0.17000
H 1.14419 0.03130 1.47002
```

Summary:
**Orbital gap**: 11.63 eV
**Multiplicity**: 1
**SMILES**: N#CC(N)C#N

=====

Most stable of them? x.

=====

--- w ---
One molecule with the formula C3H3N3. Source: the Open Molecules 2025 dataset; level of theory: the ωB97M-V functional and the def2-TZVPD basis.

XYZ file:
```
9
C3H3N3 the ωB97M-V functional and the def2-TZVPD basis
C 0.07690 -0.19112 0.88108
C -0.67366 -0.92402 -0.01951
N -1.10821 -0.36302 -1.15200
N -0.68563 0.82310 -1.50124
N 0.44080 1.25158 -0.97575
C 0.83003 0.74996 0.19526
H 0.14022 -0.37797 1.94770
H -0.84288 -1.98908 0.08958
H 1.82243 1.02056 0.53488
```

Summary:
**Orbital gap**: 9.84 eV
**Multiplicity**: 1
**SMILES**: c1cnnnc1

=====

--- x ---
One molecule with the formula C3H3N3. Source: the Open Molecules 2025 dataset; level of theory: the ωB97M-V functional and the def2-TZVPD basis.

XYZ file:
```
9
C3H3N3 the ωB97M-V functional and the def2-TZVPD basis
N -0.60850 -1.08620 -0.10215
C 0.08456 0.08191 0.37300
C 1.48323 -0.12379 -0.05723
N 2.51301 -0.44926 -0.46594
C -0.41748 1.41632 -0.07308
N -0.82882 2.45053 -0.38702
H -1.47086 -1.30691 0.36073
H -0.67974 -1.12807 -1.10962
H 0.05489 0.10324 1.46988
```

Summary:
**Orbital gap**: 11.41 eV
**Multiplicity**: 1
**SMILES**: N#CC(N)C#N

=====

--- y ---
A 2-piece molecular cluster, C3H3N3 overall. Source: the Open Molecules 2025 dataset; level of theory: the ωB97M-V functional and the def2-TZVPD basis.

XYZ file:
```
9
C3H3N3 the ωB97M-V functional and the def2-TZVPD basis
C 2.69081 -0.97709 -0.11499
C 2.76284 1.35543 0.33994
C -0.30185 -0.39324 -0.20328
N 2.81371 -2.07229 -0.52993
N 3.25755 2.38161 0.18744
N 2.33944 0.14210 0.32274
H -0.89237 0.16496 0.62060
H -0.22890 0.10023 -1.22335
H 0.09484 -1.44705 -0.08953
```

Summary:
**Orbital gap (alpha / beta)**: 9.76 / 5.55 eV
**Multiplicity**: 1

=====

Most stable of them? x.

=====

--- w ---
C15H11BF2NSSeTi as an isolated structure. Source: the Open Molecules 2025 dataset; level of theory: the ωB97M-V functional and the def2-TZVPD basis.

XYZ file:
```
33
C15H11BF2NSSeTi the ωB97M-V functional and the def2-TZVPD basis
Ti -0.73125 0.40505 0.05568
S -3.80684 0.84415 -3.15927
C -3.52536 2.47074 -2.71513
C -2.62613 2.58107 -1.69993
C -2.12668 1.33152 -1.23053
C -2.69392 0.29716 -1.94665
C -2.42111 -1.12224 -1.74549
C -2.99295 -2.14727 -2.49686
C -2.64569 -3.45601 -2.23411
C -1.73949 -3.74307 -1.22033
C -1.22879 -2.69089 -0.49446
N -1.56649 -1.41983 -0.74018
H -4.04225 3.26444 -3.23160
H -2.32966 3.53722 -1.29241
H -3.69256 -1.91062 -3.28646
H -3.08046 -4.25615 -2.81886
H -1.44410 -4.75670 -0.99383
H -0.53465 -2.84864 0.32136
Se 1.58341 0.93516 -0.21723
C 3.01534 0.94305 1.06189
C 3.58237 -0.24357 1.50771
C 4.64412 -0.20634 2.40130
C 5.13894 1.00993 2.84995
C 4.56732 2.19198 2.40125
C 3.50578 2.16301 1.50725
H 3.19649 -1.19115 1.15675
H 5.08370 -1.13322 2.74714
H 5.96692 1.03646 3.54612
H 4.94638 3.14494 2.74761
H 3.05897 3.08357 1.15653
F -1.20039 -0.29101 3.16871
B -1.54050 0.59649 2.21380
F -2.32049 1.58076 2.68027
```

Summary:
**<S²>**: 0.756
**Orbital gap (alpha / beta)**: 7.32 / 7.52 eV
**Multiplicity**: 2

=====

--- x ---
C15H11BF2NSSeTi as an isolated structure. Source: the Open Molecules 2025 dataset; level of theory: the ωB97M-V functional and the def2-TZVPD basis.

XYZ file:
```
33
C15H11BF2NSSeTi the ωB97M-V functional and the def2-TZVPD basis
Ti -0.68489 -0.86040 -0.88580
S -1.38054 0.71209 3.22476
C -0.98533 -0.91457 3.55911
C -0.68799 -1.61559 2.42696
C -0.77775 -0.85078 1.22838
C -1.14737 0.44898 1.53585
C -1.36827 1.53219 0.57124
C -1.77460 2.81396 0.95229
C -1.98512 3.77648 -0.01467
C -1.79655 3.46084 -1.35612
C -1.39728 2.17930 -1.66749
N -1.18215 1.24754 -0.73494
H -0.99090 -1.28088 4.57298
H -0.41846 -2.66250 2.44755
H -1.92405 3.04723 1.99647
H -2.30118 4.76646 0.28592
H -1.96006 4.18043 -2.14404
H -1.24813 1.86421 -2.69398
Se 0.31391 -2.46122 -2.52189
C 1.82236 -1.85628 -1.51773
C 2.71322 -2.76295 -0.92721
C 3.73572 -2.31893 -0.11765
C 3.89357 -0.96246 0.16773
C 3.01395 -0.05143 -0.38543
C 1.99888 -0.50041 -1.23386
H 2.59742 -3.82253 -1.11362
H 4.41943 -3.03888 0.31444
H 4.69569 -0.63101 0.81309
H 3.10075 1.00674 -0.17817
H 1.35495 0.26146 -1.69105
F -3.62474 -2.44523 -1.02754
B -2.77997 -1.49415 -1.41717
F -3.24450 -0.76771 -2.46840
```

Summary:
**<S²>**: 0.756
**Orbital gap (alpha / beta)**: 7.29 / 7.56 eV
**Multiplicity**: 2

=====

Most stable of them? x.

=====

--- w ---
An isolated ion of composition C8H15N2 and charge +1. Source: the Open Molecules 2025 dataset; level of theory: the ωB97M-V functional and the def2-TZVPD basis.

XYZ file:
```
25
C8H15N2 the ωB97M-V functional and the def2-TZVPD basis
C 0.60768 -1.90985 -0.95006
C -0.51147 -1.23249 -0.96157
C 1.55911 -1.46705 0.14032
C 1.53998 1.52218 -0.54866
C 0.11947 1.26369 -0.99954
C 1.57632 1.07528 0.86466
C -0.28455 0.06096 -0.09792
C -1.52734 0.38699 0.72215
N 0.84463 -0.26096 0.75051
N -2.59545 -0.60385 0.79671
H 0.85426 -2.75661 -1.56895
H -1.38982 -1.46031 -1.44404
H 1.66368 -2.23183 0.99472
H 2.44961 -1.13050 -0.24592
H 2.29287 1.06862 -1.23030
H 1.81115 2.64515 -0.68553
H -0.68610 1.95125 -0.94994
H 0.13828 0.90544 -1.97053
H 2.49523 1.15367 1.43820
H 0.79653 1.63973 1.40897
H -2.11466 1.34769 0.27182
H -1.20225 0.62385 1.72580
H -3.15126 -0.41793 1.61425
H -2.24338 -1.56835 1.00160
H -3.04252 -0.60478 -0.07673
```

Summary:
**Orbital gap**: 8.69 eV
**Multiplicity**: 1
**Charge**: +1
**SMILES**: [NH3+]C[C@]12C=CCN1CCC2

=====

--- x ---
C8H15N2 as an isolated structure. Source: the Open Molecules 2025 dataset; level of theory: the ωB97M-V functional and the def2-TZVPD basis.

XYZ file:
```
25
C8H15N2 the ωB97M-V functional and the def2-TZVPD basis
C -0.51641 -1.08873 0.04778
C 1.84648 0.09824 0.06882
C -1.69778 -1.65180 0.14198
C 0.63409 -1.82665 -0.57430
C 1.94288 -1.40378 0.00980
C -0.08386 0.23448 0.65865
C -0.18996 0.37478 2.18777
C -0.56837 1.52118 -1.58555
N 2.41413 1.04886 -0.50697
N -0.53582 1.52844 -0.08677
H -2.55554 -1.14957 0.65548
H -1.97911 -2.56105 -0.17350
H 0.59106 -2.84212 -0.68098
H 0.74322 -1.52527 -1.64924
H 2.77633 -1.64964 -0.70276
H 2.33548 -1.78913 0.98998
H 0.65504 -0.13658 2.71203
H -1.17566 -0.06589 2.46617
H -0.20494 1.36988 2.58652
H 0.36655 1.04094 -1.92632
H -1.42770 1.01371 -2.00883
H -0.71776 2.53929 -2.10906
H 2.09023 1.95969 -0.48580
H -1.45883 1.77157 0.26116
H 0.21506 2.21842 0.08448
```

Summary:
**Orbital gap**: 9.72 eV
**Multiplicity**: 1
**Charge**: +1

=====

--- y ---
C8H15N2 as an isolated structure. Source: the Open Molecules 2025 dataset; level of theory: the ωB97M-V functional and the def2-TZVPD basis.

XYZ file:
```
25
C8H15N2 the ωB97M-V functional and the def2-TZVPD basis
C -3.14590 -1.62407 0.15659
C -2.18638 -1.05326 -0.21755
C 1.63300 0.51835 0.83276
C 0.41180 -1.47856 0.48109
C 0.68944 1.30037 0.07665
C -0.99294 -0.35335 -0.37402
C 2.36540 -1.11567 -0.79197
C -1.71939 1.92350 -0.14639
N 1.65601 -0.88934 0.43599
N -0.71187 0.89677 0.34055
H -3.85093 -2.48743 0.26911
H 2.60015 0.90243 0.91801
H 1.20780 0.43925 1.84923
H -0.07434 -1.50613 1.42162
H 0.25766 -2.45778 -0.05263
H 0.81195 2.43510 0.34278
H 0.85462 1.27173 -1.02095
H -0.77337 -0.01813 -1.48945
H 1.81374 -1.08602 -1.72664
H 3.24615 -0.44701 -0.83156
H 2.79304 -2.20511 -0.81826
H -1.66828 2.87947 0.46508
H -1.50816 2.16014 -1.16787
H -2.68429 1.45537 -0.27574
H -1.02493 0.53935 1.32356
```

Summary:
**Orbital gap**: 9.61 eV
**Multiplicity**: 1
**Charge**: +1

=====

Most stable of them? w.